This record from the Open Molecules 2025 dataset describes a cluster of 14 separate species, C56H98F18N4O24 in total. The level of theory is wB97M-V/def2-TZVPD.

HOMO level   -9.3513 eV
Orbital gap   9.29 eV
F_max   5.91 eV Å⁻¹
LUMO level   -0.059 eV

```
! wB97M-V def2-TZVPD RIJCOSX def2/J DEFGRID3
* xyz 0 1
C 1.6642 2.5008 7.8992
C 1.4607 2.7571 6.4529
N 1.3004 2.9770 5.3116
H 0.7700 2.4190 8.5171
H 2.3124 3.2955 8.2685
H 2.1727 1.5491 8.0537
C 4.0031 -3.2919 -1.8141
C 4.2987 -4.5894 -1.1476
N 4.4790 -5.6354 -0.6419
H 3.5951 -3.4441 -2.8133
H 4.8652 -2.6321 -1.9126
H 3.2804 -2.6865 -1.2671
C -5.0058 -8.9453 0.0448
C -5.9854 -8.5938 -0.8938
N -6.7984 -8.2804 -1.6784
H -4.7542 -10.0052 0.0089
H -5.4849 -8.7736 1.0087
H -4.0137 -8.5018 -0.0398
C 0.5251 -6.2556 1.6948
C -0.4258 -6.2182 2.8528
N -1.0892 -6.1044 3.7983
H 0.0049 -5.8600 0.8225
H 0.7009 -7.3170 1.5197
H 1.3877 -5.6396 1.9488
C -3.5803 -2.4103 0.4654
O -2.7544 -1.4374 -0.1461
C -1.4260 -1.4100 0.3272
C -0.8347 -0.1249 -0.1708
O 0.6198 -0.2517 -0.0990
C 1.3321 1.0199 -0.0307
C 2.7370 1.0244 0.6374
O 3.5818 0.3747 -0.3010
C 4.8907 0.2282 0.1602
H -4.5798 -2.4482 0.0322
H -3.7409 -2.3322 1.5406
H -3.2110 -3.4330 0.3888
H -0.8892 -2.2888 -0.0300
H -1.3883 -1.5952 1.4007
H -1.1696 0.6796 0.4839
H -1.2116 0.1573 -1.1538
H 0.7241 1.6447 0.6236
H 1.4210 1.3386 -1.0693
H 2.7178 0.6454 1.6592
H 2.8972 2.0946 0.7682
H 5.3532 1.0547 0.6998
H 5.5429 -0.0924 -0.6521
H 4.9179 -0.5939 0.8754
C -12.8161 -5.1071 5.3979
O -13.7537 -4.5674 4.3630
C -13.8719 -3.1403 4.4748
C -12.5825 -2.4973 3.8556
O -12.2020 -2.9734 2.6004
C -10.8936 -2.5160 2.1481
C -10.9693 -1.1198 1.5205
O -11.1149 -0.2263 2.6400
C -11.5802 1.0686 2.3509
H -13.0402 -6.1061 5.7719
H -12.8319 -4.5607 6.3410
H -11.7955 -5.0393 5.0212
H -14.1695 -2.8675 5.4873
H -14.6693 -2.7203 3.8618
H -11.7658 -2.6773 4.5547
H -12.7765 -1.4252 3.8878
H -10.6170 -3.2866 1.4284
H -10.1382 -2.3785 2.9217
H -11.6763 -1.0997 0.6912
H -9.9819 -0.8713 1.1314
H -10.7782 1.7723 2.1277
H -12.0882 1.4655 3.2298
H -12.2628 1.0637 1.5011
C 8.4903 12.0130 -8.2303
O 7.6390 11.1481 -7.5000
C 8.2864 10.3674 -6.4894
C 7.2421 9.8661 -5.4375
O 6.1232 9.1568 -5.9497
C 5.3372 8.4400 -4.9954
C 5.8138 7.0926 -4.3632
O 6.9465 7.2506 -3.4526
C 7.4695 6.0329 -2.9725
H 8.8906 12.7578 -7.5425
H 7.8124 12.4046 -8.9887
H 9.3170 11.4711 -8.6895
H 9.0365 10.9121 -5.9161
H 8.8312 9.5643 -6.9858
H 6.8863 10.7035 -4.8372
H 7.7469 9.1532 -4.7855
H 4.3746 8.2375 -5.4651
H 5.0951 9.1313 -4.1882
H 6.0335 6.2934 -5.0711
H 4.9085 6.8159 -3.8229
H 7.9534 6.3081 -2.0353
H 8.1194 5.6228 -3.7455
H 6.7150 5.3046 -2.6751
C 6.1566 -10.1186 9.8833
O 5.9504 -8.7053 9.9723
C 6.8618 -7.9554 9.1324
C 6.3539 -7.8704 7.6719
O 5.2545 -6.9264 7.6739
C 4.6212 -6.6475 6.4366
C 3.6226 -5.4915 6.6821
O 3.6293 -4.5403 5.6919
C 2.6665 -3.4926 5.8144
H 5.7740 -10.5891 8.9776
H 5.7726 -10.6176 10.7730
H 7.2424 -10.2143 9.8714
H 7.9055 -8.2533 9.2327
H 6.9362 -6.9512 9.5497
H 6.0241 -8.8355 7.2873
H 7.2062 -7.5406 7.0777
H 4.0720 -7.5417 6.1421
H 5.3491 -6.4106 5.6607
H 3.9678 -4.9720 7.5760
H 2.6295 -5.7965 7.0119
H 2.8438 -2.9424 6.7386
H 1.6093 -3.7580 5.8114
H 2.8272 -2.7805 5.0050
C -5.7648 1.2375 5.6284
C -4.9137 2.3184 4.9672
O -5.6140 3.5568 4.7293
C -5.0147 4.7198 4.3012
O -3.8269 4.7461 3.9178
C -5.8886 5.9725 4.3787
F -7.1620 5.6956 4.7740
F -5.3557 6.8679 5.2782
F -5.9096 6.5428 3.1491
H -5.1897 0.3279 5.8014
H -6.5247 0.9493 4.9020
H -6.3876 1.5127 6.4796
H -4.5176 2.0127 3.9989
H -4.0323 2.5502 5.5651
C 2.0420 2.4919 -11.2314
C 3.2460 2.3952 -10.2627
O 2.9948 1.6161 -9.1166
C 3.8911 1.4767 -8.0881
O 5.0387 1.8462 -8.1665
C 3.4418 0.5925 -6.8891
F 2.0925 0.3538 -6.8876
F 4.0728 -0.5882 -6.9272
F 3.8315 1.1764 -5.7796
H 1.0602 2.6112 -10.7733
H 1.9743 1.6165 -11.8772
H 2.1009 3.3421 -11.9109
H 3.6983 3.3778 -10.1283
H 4.0693 1.9674 -10.8348
C 1.1606 6.7471 -0.9172
C -0.3188 6.4311 -1.1900
O -0.5189 5.7389 -2.4277
C -0.3009 6.4404 -3.6051
O -0.0958 7.6260 -3.6240
C -0.4316 5.6358 -4.9385
F -0.9033 4.4044 -4.6715
F -1.2476 6.2539 -5.7474
F 0.8098 5.5215 -5.4935
H 1.8300 5.9358 -1.2032
H 1.3299 7.1212 0.0925
H 1.4627 7.5452 -1.5953
H -0.9517 7.3134 -1.0945
H -0.6172 5.6830 -0.4556
C 11.3340 2.1821 4.3615
C 11.0208 3.5467 4.9740
O 9.6065 3.7782 4.7992
C 8.9735 4.9372 5.1203
O 9.5182 5.9080 5.7418
C 7.5486 5.0000 4.5841
F 7.1723 3.8871 4.0041
F 6.6860 5.3135 5.5288
F 7.5462 5.9790 3.6527
H 12.3675 1.8402 4.4168
H 10.9655 2.1505 3.3362
H 10.9115 1.4244 5.0213
H 11.5537 4.3006 4.3945
H 11.2734 3.6540 6.0289
C -9.3509 -3.7399 -4.2003
C -9.7662 -2.6441 -5.2000
O -8.5938 -1.9453 -5.7001
C -8.0177 -0.9516 -4.8547
O -8.5325 -0.5487 -3.8053
C -6.6020 -0.6304 -5.3386
F -5.9200 0.0207 -4.4151
F -5.9813 -1.7957 -5.5294
F -6.6658 0.0568 -6.4988
H -10.0855 -4.4405 -3.8033
H -8.9040 -3.3109 -3.3035
H -8.5790 -4.3102 -4.7171
H -10.4705 -2.1788 -4.5104
H -10.1981 -3.1527 -6.0619
C -2.0496 -5.4056 -4.6637
C -0.9305 -4.5174 -4.9873
O -0.3608 -5.0309 -6.1738
C 0.7129 -5.8683 -6.1284
O 1.3285 -6.0967 -5.0880
C 1.1754 -6.4041 -7.4956
F 0.3242 -6.0155 -8.5130
F 2.3514 -5.8576 -7.7879
F 1.2674 -7.7147 -7.3947
H -2.5578 -5.1478 -3.7345
H -1.7017 -6.4379 -4.6274
H -2.7453 -5.3900 -5.5027
H -0.2237 -4.4958 -4.1578
H -1.2430 -3.4850 -5.1443
*
```